[1]
89
Properties=species:S:1:pos:R:3 method="wB97M-V/def2-TZVPD" spin_multiplicity=4 lumo_energy_ev="-7.52 / -8.73" s_squared=3.821 gap_ev="6.31 / 4.99" charge=+2
C 5.3421 0.3272 -1.7994
C 4.2808 0.8522 -1.0540
C 3.2804 1.5879 -1.7192
C 3.2140 1.6122 -3.1513
C 4.2956 1.0160 -3.8714
C 5.3553 0.4263 -3.1921
C 2.0244 2.1569 -3.6825
C 1.4855 3.2800 -3.0153
C 1.6168 3.2678 -1.5966
C 1.0329 4.2537 -0.7834
C 0.3815 5.3199 -1.4021
C 0.2590 5.3765 -2.7940
C 0.7874 4.3787 -3.6038
H 6.1456 -0.1949 -1.2648
H 4.2918 1.0825 -4.9695
H 6.1873 -0.0196 -3.7449
H 1.9352 2.1235 -4.7724
H -0.0749 6.0849 -0.7706
H -0.2812 6.2165 -3.2419
H 0.6945 4.4290 -4.6981
N 2.1742 2.1103 -1.0348
Tc 0.8409 0.8384 -0.4362
C 4.0927 0.5892 0.4143
H 3.9763 1.5197 1.0019
H 4.9279 0.0035 0.8275
C 1.0624 4.0176 0.6988
H 2.0946 3.8927 1.0711
H 0.5731 4.8414 1.2341
P 2.5260 -0.4161 0.6570
P 0.1536 2.4255 1.0545
C -1.5394 3.0765 0.9075
H -2.2437 2.3930 1.3871
H -1.6054 4.0614 1.3915
H -1.8270 3.1854 -0.1444
C 0.3491 2.3543 2.8558
H 0.0697 3.3197 3.3016
H -0.2863 1.5743 3.2855
H 1.3909 2.1432 3.1189
C 3.0786 -1.9947 -0.0649
H 4.1051 -2.2096 0.2623
H 2.4219 -2.8150 0.2396
H 3.0720 -1.9110 -1.1587
C 2.6151 -0.7000 2.4397
H 1.8751 -1.4453 2.7526
H 3.6190 -1.0728 2.6896
H 2.4443 0.2361 2.9857
C -0.7053 1.1070 -1.5217
O -1.6586 1.3472 -2.2015
H 1.1351 0.6515 -2.3972
C 0.2563 -3.5170 2.5337
Si -1.1184 -2.2091 2.6161
C -2.5895 -3.1803 3.3259
C -0.6997 -0.9274 3.9369
Si -1.3001 -1.0297 0.5344
Si -1.3424 -2.8875 -0.9396
C -2.6943 -4.1439 -0.4871
C -1.5854 -2.3003 -2.7214
C 0.2630 -3.8819 -1.0046
Si -3.7220 -0.6855 0.4376
C -4.8631 -1.8559 1.4117
C -4.2708 1.0279 1.0142
C -4.3539 -0.8101 -1.3505
H 0.5394 -3.7887 3.5631
H 1.1593 -3.1855 2.0103
H -0.1028 -4.4312 2.0411
H -2.2154 -3.8044 4.1521
H -3.3522 -2.5144 3.7452
H -3.0738 -3.8478 2.6057
H 0.2372 -0.3992 3.7323
H -1.5015 -0.1833 4.0289
H -0.5961 -1.4274 4.9117
H -3.7138 -3.7667 -0.6329
H -2.5637 -5.0123 -1.1519
H -2.6077 -4.5073 0.5452
H -0.9235 -1.4530 -2.9474
H -1.3165 -3.1297 -3.3938
H -2.6130 -1.9993 -2.9508
H 1.0800 -3.2777 -1.4176
H 0.5775 -4.2812 -0.0346
H 0.1090 -4.7376 -1.6802
H -4.8262 -1.6478 2.4872
H -5.8979 -1.6735 1.0828
H -4.6544 -2.9198 1.2611
H -3.9560 1.8021 0.3038
H -5.3687 1.0653 1.0773
H -3.8744 1.2747 2.0059
H -3.7394 -0.2072 -2.0327
H -4.3909 -1.8388 -1.7315
H -5.3800 -0.4083 -1.3777

[2]
103
Properties=species:S:1:pos:R:3 method="wB97M-V/def2-TZVPD" lumo_energy_ev=-0.97 gap_ev=7.10
C -0.8296 -2.2850 2.4988
C -0.5779 -1.2589 1.3454
P -2.0979 -1.2249 0.2417
C -1.4582 -0.6805 -1.4116
C -2.6449 -2.9956 0.1974
C -1.7649 -3.9548 -0.1359
C -2.1630 -5.3536 -0.1342
B -1.0300 -6.4071 -0.4920
O 0.1642 -6.0067 -1.0858
O -1.2625 -7.7372 -0.1525
C -3.4222 -5.7336 0.1670
C -4.3621 -4.7313 0.5171
N -5.6486 -4.8546 0.8742
S -6.2144 -3.3993 1.2054
N -4.9067 -2.4543 0.9167
C -3.9943 -3.3379 0.5455
H -0.2965 -1.9428 3.3952
H -0.4286 -3.2574 2.2028
H -1.8913 -2.3540 2.7626
H 0.2676 -1.6740 0.7755
H -0.3565 -0.2617 1.7276
H -2.0757 0.1006 -1.8652
H -1.3189 -1.4954 -2.1347
H -0.4673 -0.2294 -1.2515
H -0.7486 -3.6700 -0.4012
H 0.6371 -5.5651 -0.3639
H -1.4610 -7.7142 0.7940
H -3.7169 -6.7799 0.1714
C -6.8476 -0.4121 -0.7006
C -6.1096 0.2065 -1.8668
O -6.7709 -0.0727 -3.1102
C -7.8150 0.7059 -3.3899
O -8.2316 1.6090 -2.7123
O -8.3311 0.3024 -4.5539
C -9.5012 1.0175 -4.9518
H -7.0032 -1.4778 -0.8711
H -6.2846 -0.2786 0.2218
H -7.8321 0.0408 -0.5743
H -5.1149 -0.2315 -1.9467
H -5.9811 1.2809 -1.7342
H -9.3260 2.0917 -4.9472
H -10.3355 0.7661 -4.2979
H -9.7397 0.7045 -5.9651
C 6.2236 -4.3059 -1.6645
C 5.7297 -3.2650 -2.6475
O 4.7360 -3.8104 -3.5252
C 3.5050 -3.8841 -3.0200
O 3.1622 -3.5275 -1.9189
O 2.7060 -4.4314 -3.9307
C 1.3682 -4.6184 -3.4535
H 6.5640 -5.1980 -2.1919
H 7.0465 -3.9108 -1.0683
H 5.4254 -4.6152 -0.9890
H 6.5508 -2.9396 -3.2848
H 5.3458 -2.3819 -2.1362
H 0.9632 -3.6918 -3.0493
H 1.3495 -5.4037 -2.7022
H 0.7545 -4.9254 -4.2971
C 4.8521 3.4023 -0.2004
C 3.9216 2.8255 -1.2464
O 2.6648 2.4419 -0.6680
C 1.7985 3.4328 -0.4761
O 1.9731 4.5939 -0.7511
O 0.7048 2.9241 0.0907
C -0.2917 3.8985 0.4116
H 4.9608 2.7110 0.6367
H 5.8352 3.5985 -0.6284
H 4.4583 4.3363 0.2011
H 4.3521 1.9165 -1.6641
H 3.7669 3.5204 -2.0718
H -0.5410 4.5083 -0.4552
H 0.0508 4.5261 1.2339
H -1.1829 3.3617 0.7267
C 3.7301 -2.8566 7.3124
C 2.3893 -2.6177 6.6508
O 2.5508 -2.1692 5.2978
C 2.7961 -3.1269 4.4038
O 2.8776 -4.3065 4.6293
O 2.9465 -2.5489 3.2103
C 3.2735 -3.4580 2.1583
H 4.3601 -1.9697 7.2295
H 3.5994 -3.1013 8.3667
H 4.2624 -3.6772 6.8312
H 1.8562 -1.8232 7.1712
H 1.7611 -3.5079 6.6865
H 2.5612 -4.2807 2.1138
H 4.2854 -3.8391 2.2915
H 3.2268 -2.9047 1.2231
C 1.8412 7.4171 0.4063
C 0.7404 8.1649 -0.3119
O 0.5708 9.4900 0.2190
C 1.4386 10.3980 -0.2217
O 2.3224 10.2128 -1.0173
O 1.1661 11.5580 0.3839
C 2.0630 12.6159 0.0460
H 1.6676 7.4247 1.4852
H 1.8905 6.3813 0.0586
H 2.8105 7.8872 0.2337
H -0.2115 7.6564 -0.1603
H 0.9198 8.2046 -1.3863
H 2.1365 12.7397 -1.0328
H 3.0467 12.4256 0.4742
H 1.6603 13.5286 0.4780